ORCA calculation (wB97M-V/def2-TZVPD) on C35H54N4OP2PdS3 as an isolated structure.

Properties
- HOMO-LUMO gap (alpha / beta) (eV) = 7.011 / 6.051
- strongest force on any atom (eV Å⁻¹) = 0.53
- HOMO (alpha / beta) (eV) = -6.4220 / -6.9009
- relative energy (zero: lowest compared OMol25 entry of this formula, charge and spin) (kJ/mol) = 0.0

ORCA input file:
```
! RIJCOSX wB97M-V def2-TZVPD def2/J DEFGRID3
* xyz 0 3
Pd -0.155 0.293 0.179
S 0.448 -0.681 2.273
C -0.780 -1.908 2.448
C -1.037 -2.453 3.716
C -1.998 -3.423 3.897
C -2.743 -3.877 2.805
C -2.505 -3.355 1.553
C -1.517 -2.379 1.346
S -1.203 -1.807 -0.273
H -0.464 -2.085 4.558
H -2.181 -3.823 4.885
H -3.508 -4.629 2.942
H -3.080 -3.693 0.699
O 0.017 0.380 -2.289
P -0.025 0.189 -3.760
N -0.094 -1.402 -4.261
C -1.359 -2.133 -4.088
C -0.992 -3.544 -4.534
C 0.476 -3.712 -4.100
C 0.953 -2.294 -3.737
N 1.336 0.800 -4.469
C 2.439 1.281 -3.609
C 3.603 1.446 -4.580
C 3.357 0.343 -5.605
C 1.842 0.397 -5.790
N -1.352 0.902 -4.419
C -2.605 1.049 -3.652
C -3.634 1.516 -4.696
C -2.800 1.938 -5.908
C -1.613 0.986 -5.850
H -2.146 -1.685 -4.694
H -1.677 -2.130 -3.038
H -1.073 -3.615 -5.620
H -1.649 -4.294 -4.097
H 1.074 -4.138 -4.905
H 0.568 -4.373 -3.239
H 1.920 -2.041 -4.175
H 1.029 -2.185 -2.651
H 2.672 0.552 -2.831
H 2.166 2.212 -3.111
H 4.565 1.362 -4.075
H 3.557 2.422 -5.068
H 3.658 -0.624 -5.197
H 3.892 0.496 -6.542
H 1.409 -0.555 -6.095
H 1.585 1.147 -6.545
H -2.468 1.774 -2.852
H -2.913 0.110 -3.186
H -4.252 2.325 -4.310
H -4.299 0.694 -4.967
H -2.445 2.963 -5.786
H -3.347 1.872 -6.848
H -0.738 1.358 -6.382
H -1.879 0.008 -6.276
C -2.717 1.478 2.652
C -1.871 2.680 2.208
C -2.735 3.934 2.363
C -0.631 2.784 3.099
P -1.335 2.321 0.447
C -2.938 2.301 -0.436
C -3.534 1.055 -0.624
C -4.767 0.944 -1.251
C -5.416 2.077 -1.716
C -4.835 3.325 -1.534
C -3.612 3.435 -0.890
C -0.305 3.730 -0.255
C -0.632 5.147 0.218
C -0.397 3.657 -1.785
C 1.152 3.414 0.118
H -2.902 1.564 3.725
H -2.214 0.529 2.474
H -3.683 1.466 2.145
H -3.104 3.965 3.391
H -3.605 3.912 1.706
H -2.185 4.857 2.186
H -0.953 2.863 4.141
H -0.034 3.668 2.873
H -0.003 1.896 3.013
H -3.011 0.160 -0.303
H -5.209 -0.034 -1.388
H -6.372 1.992 -2.216
H -5.337 4.216 -1.889
H -3.188 4.420 -0.747
H -1.663 5.440 0.023
H 0.014 5.846 -0.321
H -0.436 5.279 1.281
H -1.360 3.994 -2.164
H -0.219 2.641 -2.140
H 0.375 4.305 -2.210
H 1.313 3.400 1.197
H 1.798 4.186 -0.311
H 1.458 2.445 -0.287
S 4.351 -1.699 0.026
C 4.800 -0.059 0.207
C 3.712 0.731 0.027
N 2.543 0.072 -0.255
C 2.739 -1.211 -0.272
H 5.809 0.233 0.439
H 3.710 1.809 0.087
H 1.946 -1.930 -0.420
*
```